No. 1
# C3H7N2O4P

A gas-phase ion, C3H7N2O4P (charge -2) at a distorted geometry (wB97M-V/def2-TZVPD, OMol25).

```
! RIJCOSX wB97M-V def2-TZVPD def2/J DEFGRID3
* xyz -2 1
C 1.942 -0.028 -1.157
C 1.412 -0.199 1.196
P -2.755 -0.261 0.052
O -2.407 -1.166 -1.109
H 1.753 0.733 -1.822
O -4.131 0.313 -0.057
H 0.451 -0.447 1.726
O -2.285 -0.753 1.430
N 1.046 0.445 -0.058
C -1.413 0.994 0.087
H 2.980 0.094 -0.652
O -1.332 2.090 0.620
H -0.417 -0.664 -0.955
H 1.976 -1.134 1.130
H 1.836 0.719 1.699
H 1.590 -1.036 -1.559
N -0.247 0.298 -0.569
*
```

Computed properties:
HOMO: 0.396 eV
SMILES string: CN(C)NC(=O)P(=O)([O-])[O-]
LUMO energy: 6.065 eV

No. 2
# C3H7N2OS

A molecular structure, C3H7N2OS at a distorted geometry (wB97M-V/def2-TZVPD, OMol25).

```
! RIJCOSX wB97M-V def2-TZVPD def2/J DEFGRID3
* xyz -1 1
S -2.851 -0.453 -0.003
H 0.953 -0.546 -1.028
N 0.891 0.555 0.913
N 2.472 -1.142 0.269
H -1.645 1.687 -0.019
H -0.885 0.485 -1.027
C -0.413 0.384 1.037
H 0.255 -0.628 0.786
C 1.764 -0.053 -0.446
C -1.387 0.624 -0.069
H -0.820 0.379 2.052
H 2.322 -1.069 1.270
O 2.468 0.748 -1.099
H 3.450 -1.015 0.068
*
```

Computed properties:
HOMO: -3.328 eV
LUMO energy: 2.648 eV
energy above the lowest of the compared OMol25 structures with the same formula, charge and spin: 5.912 eV

No. 3
# C3H7N2OS

2 unconnected molecules or ions with the total composition C3H7N2OS at a distorted geometry (wB97M-V/def2-TZVPD, OMol25).

```
! RIJCOSX wB97M-V def2-TZVPD def2/J DEFGRID3
* xyz 1 1
C 2.192 0.092 -2.045
H -0.219 -1.106 -1.260
H -1.264 -2.389 3.222
O -2.500 -0.453 0.900
S 0.063 -0.363 0.926
H -1.904 -0.918 3.779
C 1.190 0.651 -1.375
H -1.053 0.263 -1.201
H 3.007 0.640 -2.553
H 2.296 -1.015 -2.217
H 1.288 1.681 -1.289
N -1.465 -0.643 1.410
N -1.062 -1.288 3.247
C -0.053 -0.053 -0.891
*
```

Computed properties:
HOMO (alpha / beta): -14.249 / -14.251 eV
LUMO energy (alpha / beta): -6.276 / -6.318 eV
energy above the lowest of the compared OMol25 structures with the same formula, charge and spin: 7.355 eV

No. 4
# C3H7N2OS

A gas-phase ion, C3H7N2OS (charge +1) at a distorted geometry (wB97M-V/def2-TZVPD, OMol25).

```
! RIJCOSX wB97M-V def2-TZVPD def2/J DEFGRID3
* xyz 1 1
H -0.741 -0.281 -2.256
H -1.614 -1.747 0.976
H -1.497 -1.757 -1.584
H 2.265 -0.644 1.295
H -0.980 1.612 1.973
H 1.881 -0.212 -1.610
C -0.763 -0.374 -0.177
N 2.333 -0.631 -0.848
O -0.999 -0.986 1.042
N -0.729 2.056 1.046
C -0.937 -0.823 -1.372
C 1.879 -0.330 0.226
S 0.312 1.097 0.078
H -0.411 3.020 1.212
*
```

Computed properties:
HOMO: -14.317 eV
LUMO energy: -5.281 eV
energy above the lowest of the compared OMol25 structures with the same formula, charge and spin: 4.356 eV

No. 5
# C3H7N2S

A gas-phase ion, C3H7N2S (charge +1) at a distorted geometry (wB97M-V/def2-TZVPD, OMol25).

```
! RIJCOSX wB97M-V def2-TZVPD def2/J DEFGRID3
* xyz 1 1
S 2.393 -0.313 -0.542
H -1.187 1.252 -1.025
N -1.410 -1.094 0.816
H -2.090 -1.004 -1.337
C 1.350 0.451 0.562
H -2.164 -1.675 1.076
H 0.264 0.125 -1.620
H -0.455 1.090 1.234
H 1.790 0.781 1.437
C -0.568 0.359 -0.833
C -1.540 -0.788 -0.413
H 3.494 0.001 0.335
N 0.124 0.816 0.310
*
```

Computed properties:
HOMO: -14.992 eV
LUMO energy: -4.543 eV
energy above the lowest of the compared OMol25 structures with the same formula, charge and spin: 2.352 eV

No. 6
# C3H7N2S

2 unconnected molecules or ions with the total composition C3H7N2S at a distorted geometry (wB97M-V/def2-TZVPD, OMol25).

```
! RIJCOSX wB97M-V def2-TZVPD def2/J DEFGRID3
* xyz 1 1
H 3.405 2.748 -0.571
C -0.214 -0.980 0.490
H -0.071 -1.555 1.466
S 1.653 -0.569 -0.095
C -0.806 0.376 0.639
N 0.024 1.348 -0.198
N -0.815 -1.731 -0.484
H -0.398 2.183 -0.679
C 1.228 0.991 -0.463
H -0.818 -1.209 -1.276
H -0.800 0.743 1.612
H -1.694 0.351 0.107
H -0.694 -2.695 -0.548
*
```

Computed properties:
HOMO (alpha / beta): -14.102 / -14.217 eV
LUMO energy (alpha / beta): -7.059 / -4.312 eV
energy above the lowest of the compared OMol25 structures with the same formula, charge and spin: 6.102 eV

No. 7
# C3H7N2S

A gas-phase ion, C3H7N2S (charge +1) at a distorted geometry (wB97M-V/def2-TZVPD, OMol25).

```
! RIJCOSX wB97M-V def2-TZVPD def2/J DEFGRID3
* xyz 1 1
H -3.883 -1.471 0.898
S -1.005 0.139 -0.465
C -2.282 -0.120 0.636
H -2.474 -2.145 0.177
C 1.500 1.683 -0.344
N 1.429 1.778 -1.653
H -2.764 0.632 1.308
H 0.533 1.815 -2.070
H 0.803 0.821 1.332
C -2.953 -1.280 0.546
H 2.381 1.940 0.171
H 2.189 2.386 -1.933
N 0.689 1.125 0.430
*
```

Computed properties:
HOMO: -13.545 eV
SMILES string: C=CSNC=[NH2+]
LUMO energy: -5.417 eV
energy above the lowest of the compared OMol25 structures with the same formula, charge and spin: 2.876 eV

No. 8
# C3H7N2S

2 unconnected molecules or ions with the total composition C3H7N2S at a distorted geometry (wB97M-V/def2-TZVPD, OMol25).

```
! RIJCOSX wB97M-V def2-TZVPD def2/J DEFGRID3
* xyz 1 1
H -1.408 1.020 -2.092
H 0.348 -1.633 1.299
C -1.188 1.331 -1.076
H -2.717 2.662 -1.033
H -1.793 2.585 0.418
C 2.309 -2.502 0.666
S 0.862 -0.382 -1.245
C 1.233 -1.812 0.741
N -0.164 0.766 -0.495
H 0.105 1.061 0.442
H 2.567 -3.203 1.453
N -1.947 2.257 -0.525
H 3.021 -2.445 -0.142
*
```

Computed properties:
HOMO: -12.838 eV
LUMO energy: -4.434 eV
energy above the lowest of the compared OMol25 structures with the same formula, charge and spin: 3.019 eV

No. 9
# C3H7N3

A single C3H7N3 molecule at a distorted geometry (wB97M-V/def2-TZVPD, OMol25).

```
! RIJCOSX wB97M-V def2-TZVPD def2/J DEFGRID3
* xyz 0 1
H 0.300 0.988 -1.784
C 2.171 0.075 0.368
H -2.614 -0.155 1.201
C -2.319 -0.174 0.131
H 2.737 0.767 -0.228
H 2.748 -0.876 0.763
N 1.115 -0.376 -0.420
H 1.832 0.597 1.290
N 0.323 0.755 -0.827
N 0.061 -1.074 0.237
H -2.832 -1.003 -0.322
C -0.861 -0.267 -0.119
H -2.661 0.743 -0.290
*
```

Computed properties:
HOMO: -8.729 eV
SMILES string: Cc1nn(C)[nH]1
LUMO energy: 0.996 eV
energy above the lowest of the compared OMol25 structures with the same formula, charge and spin: 3.828 eV

No. 10
# C3H7N3

A single C3H7N3 molecule at a distorted geometry (wB97M-V/def2-TZVPD, OMol25).

```
! RIJCOSX wB97M-V def2-TZVPD def2/J DEFGRID3
* xyz 0 1
H -2.279 1.149 0.677
N 1.566 -0.968 0.017
H -1.003 1.296 -0.735
H -1.985 -1.477 -0.078
C -1.300 -0.741 -0.292
H -0.449 -0.985 -0.915
H 1.480 -1.580 0.804
C 0.885 0.254 0.197
H 0.806 2.013 -0.142
C -1.448 0.751 0.052
N -0.396 -0.034 0.699
H 2.591 -1.005 -0.202
N 1.534 1.328 -0.084
*
```

Computed properties:
HOMO: -9.382 eV
SMILES string: [H]/N=C(/N)N1CC1
LUMO energy: 1.101 eV
energy above the lowest of the compared OMol25 structures with the same formula, charge and spin: 2.206 eV

No. 11
# C3H7N3

A single C3H7N3 molecule at a distorted geometry (wB97M-V/def2-TZVPD, OMol25).

```
! RIJCOSX wB97M-V def2-TZVPD def2/J DEFGRID3
* xyz 0 1
N 0.870 1.272 0.136
H 2.058 -1.673 0.403
H 1.810 1.530 0.370
H -2.352 -1.321 0.765
H -0.483 -1.644 -0.648
H 2.597 -0.124 0.171
C -0.613 -0.556 -0.202
H -1.450 0.503 1.429
H -0.909 1.144 -0.556
C -1.761 -0.262 0.645
N -1.625 0.355 -0.718
C 0.784 0.024 0.118
N 1.937 -0.721 -0.175
*
```

Computed properties:
HOMO: -9.571 eV
SMILES string: [H]/N=C(\N)[C@H]1CN1
LUMO energy: 0.699 eV
energy above the lowest of the compared OMol25 structures with the same formula, charge and spin: 2.949 eV

No. 12
# C3H7N3

A molecular structure, C3H7N3 at a distorted geometry (wB97M-V/def2-TZVPD, OMol25).

```
! RIJCOSX wB97M-V def2-TZVPD def2/J DEFGRID3
* xyz 0 1
H -3.087 0.100 0.548
H 1.844 2.138 0.343
H 0.945 -1.358 1.085
H -0.352 -0.296 -1.538
C 0.785 -1.430 0.013
H -0.258 1.898 -0.559
N -2.288 0.565 0.097
N 1.405 1.251 0.582
C 0.244 1.106 0.018
H 0.283 -2.373 -0.201
H 1.766 -1.393 -0.460
N -1.227 0.087 0.556
C -0.060 -0.296 -0.482
*
```

Computed properties:
HOMO (alpha / beta): -8.254 / -8.022 eV
LUMO energy (alpha / beta): -0.629 / -0.450 eV
energy above the lowest of the compared OMol25 structures with the same formula, charge and spin: 4.983 eV

No. 13
# C3H7N3

A single C3H7N3 molecule at a distorted geometry (wB97M-V/def2-TZVPD, OMol25).

```
! RIJCOSX wB97M-V def2-TZVPD def2/J DEFGRID3
* xyz 0 1
H 0.635 -1.046 -1.996
H 0.083 2.712 -0.320
H 1.124 -2.125 2.329
N -0.766 1.968 -0.462
N 0.215 -0.182 -1.601
C -0.004 -0.240 -0.364
C 0.763 -1.275 1.676
N -0.365 0.891 0.305
H -1.242 0.648 0.867
H 0.899 -0.229 1.986
C 0.163 -1.470 0.520
H -0.680 1.649 -1.568
H 0.058 -2.439 0.026
*
```

Computed properties:
HOMO: -9.179 eV
SMILES string: [H]/N=C(\C=C)NN
LUMO energy: 1.021 eV
energy above the lowest of the compared OMol25 structures with the same formula, charge and spin: 2.292 eV

No. 14
# C3H7N3

A single C3H7N3 molecule at a distorted geometry (wB97M-V/def2-TZVPD, OMol25).

```
! RIJCOSX wB97M-V def2-TZVPD def2/J DEFGRID3
* xyz 0 1
H 1.808 -0.599 0.883
C -0.445 0.496 0.158
N 0.583 1.330 -0.795
N 1.026 -1.055 1.339
H 0.367 2.325 -0.945
H 0.747 0.960 -1.742
H 0.001 -1.516 -0.522
H -0.658 0.938 1.160
C -0.117 -1.005 0.444
H 1.302 -2.014 1.536
H -0.951 -1.531 0.955
N -2.221 0.926 -1.651
C -1.442 0.746 -0.821
*
```

Computed properties:
HOMO: -9.348 eV
SMILES string: N#C[C@H](N)CN
LUMO energy: 0.847 eV
energy above the lowest of the compared OMol25 structures with the same formula, charge and spin: 1.606 eV

No. 15
# C3H7N3O

A molecular structure, C3H7N3O at a distorted geometry (wB97M-V/def2-TZVPD, OMol25).

```
! RIJCOSX wB97M-V def2-TZVPD def2/J DEFGRID3
* xyz 0 1
H -1.881 -0.462 1.280
H -1.855 1.012 -1.094
H 0.571 1.734 -0.528
C -1.883 -0.529 0.192
C -1.649 0.984 -0.057
N 1.510 -0.749 -0.163
O -0.748 -1.090 -0.061
H 2.997 -0.070 1.083
H -2.029 1.852 0.622
C 0.261 -0.258 -0.148
N -0.100 0.977 0.061
N 2.485 0.325 0.187
H -2.705 -0.984 -0.535
H 3.247 0.590 -0.856
*
```

Computed properties:
HOMO: -8.177 eV
LUMO energy: 0.684 eV
energy above the lowest of the compared OMol25 structures with the same formula, charge and spin: 5.822 eV

No. 16
# C3H7N3O

A single C3H7N3O molecule (wB97M-V/def2-TZVPD, OMol25).

```
! RIJCOSX wB97M-V def2-TZVPD def2/J DEFGRID3
* xyz 0 1
H 2.242 1.506 -0.048
N 1.158 -0.199 0.545
H -3.060 1.173 -1.158
H -1.181 -0.329 1.336
O 0.230 -0.926 -1.396
N -2.399 0.961 -0.413
N -1.127 -0.798 0.437
C 2.277 0.412 -0.152
C 0.125 -0.682 -0.206
H -2.520 -0.986 -1.171
H 0.981 0.071 1.501
C -2.122 -0.271 -0.451
H 3.236 0.019 0.197
H 2.149 0.148 -1.203
*
```

Computed properties:
HOMO: -9.811 eV
SMILES string: [H]/N=C/NC(=O)NC
LUMO energy: 0.947 eV
energy above the lowest of the compared OMol25 structures with the same formula, charge and spin: 0.777 eV

No. 17
# C3H7N3O

A molecular structure, C3H7N3O at a distorted geometry (wB97M-V/def2-TZVPD, OMol25).

```
! RIJCOSX wB97M-V def2-TZVPD def2/J DEFGRID3
* xyz 0 1
C 0.176 1.025 0.963
H 0.474 1.993 0.584
N -1.061 0.050 -0.224
H -0.657 1.107 1.653
H 0.862 -0.929 1.549
O 0.917 0.698 -1.535
C 1.242 0.078 1.389
N -2.054 -0.643 -0.209
H 2.040 0.061 0.650
H -0.933 -1.782 -1.955
C 0.053 -0.170 -1.689
N -0.207 -1.193 -2.366
H -2.520 -0.754 -1.135
H 1.668 0.459 2.325
*
```

Computed properties:
HOMO (alpha / beta): -8.804 / -8.804 eV
LUMO energy (alpha / beta): -0.474 / -0.474 eV
energy above the lowest of the compared OMol25 structures with the same formula, charge and spin: 5.451 eV

no.,molecular weight (Da),calculated total energy (eV)
1,166.1,-23682.882
2,119.2,-19083.588
3,119.2,-19073.942
4,119.2,-19076.941
5,103.2,-17031.219
6,103.2,-17027.469
7,103.2,-17030.695
8,103.2,-17030.551
9,85.1,-7690.851
10,85.1,-7692.473
11,85.1,-7691.730
12,85.1,-7689.696
13,85.1,-7692.388
14,85.1,-7693.073
15,101.1,-9737.211
16,101.1,-9742.256
17,101.1,-9737.582